A 2-piece molecular cluster, C5H14NO2 overall. Source: OMol25; level of theory: ωB97M-V/def2-TZVPD.

The geometry in XYZ format:
```
22
Properties=species:S:1:pos:R:3:mulliken_charge:R:1
C 1.295 -0.088 1.306 -0.692
O 1.140 -0.960 2.318 -0.910
C -0.089 0.508 0.934 -0.020
C -0.940 -0.616 0.304 0.280
C -0.454 -1.119 -1.055 -0.988
C -2.303 0.016 -0.012 -1.541
N -0.030 1.703 0.061 -0.642
H 1.978 0.797 1.598 0.228
H 1.840 -0.563 0.465 0.158
H -0.572 0.676 1.895 0.428
H -1.015 -1.426 1.021 0.444
H 0.457 -0.668 -1.457 -0.186
H -0.049 -2.143 -0.939 0.313
H -1.116 -1.309 -1.885 0.441
H -2.419 0.518 -0.972 0.339
H -2.674 0.680 0.778 0.383
H -3.149 -0.689 -0.059 0.420
H 0.012 1.425 -0.907 0.263
H 0.776 2.194 0.409 0.398
H 2.063 0.181 -1.931 0.336
H 2.433 0.456 -0.485 0.263
O 2.816 0.425 -1.388 -0.713
```

As for the spin multiplicity: 1. As for the charge: -1. The value obtained for the LUMO energy is 3.654 eV. The HOMO-LUMO gap is 6.3 eV.